# 1
A cluster of 2 separate species, C3H12N2O2 in total in a non-equilibrium geometry. Source: OMol25; level of theory: wB97M-V/def2-TZVPD.

## Properties
F_max (eV Å⁻¹): 4.57
E_tot (hartree): -381.38726
Charge: -1
Gap between HOMO and LUMO (alpha / beta) (eV): 2.906 / 9.319
2S+1: 2
Energy relative to the best compared isomer or geometry (same formula, charge and spin) (kcal per mole): 41.06
HOMO energy (alpha / beta) (eV): 0.93 / -5.59

Atoms and positions in Å:
O  -0.8039  -0.7977  1.2341
O  0.0441  -2.7331  -1.4456
H  -0.0213  -1.7559  -1.4986
H  0.7011  0.2399  2.3719
H  -0.3229  2.1854  -1.4832
H  -2.0365  1.0210  0.4393
H  1.2985  -0.5245  -0.5548
H  -0.0241  -3.1207  -2.3074
H  -2.3078  2.2604  -0.6715
N  0.8667  1.4007  -0.0289
H  -0.5991  0.5309  -1.3675
C  0.6729  -0.6166  1.5637
H  -0.9803  -1.5591  0.6795
C  -0.3651  1.4643  -0.7007
H  0.8167  1.9587  0.7870
H  0.9680  -1.5949  1.9677
N  -1.6111  1.7832  -0.0279
H  2.4044  -0.1099  0.6422
C  1.2997  -0.0321  0.4005



# 2
A cluster of 2 separate species, C3H12N2O2 in total in a non-equilibrium geometry. Source: OMol25; level of theory: wB97M-V/def2-TZVPD.

## Properties
F_max (eV Å⁻¹): 1.95
E_tot (hartree): -381.45314
Charge: 0
Gap between HOMO and LUMO (eV): 9.636
Energy relative to the best compared isomer or geometry (same formula, charge and spin) (kcal per mole): 38.76
SMILES: NCNCCO.O
HOMO energy (eV): -8.90

Atoms and positions in Å:
C  -0.1612  0.3099  -0.4298
H  -3.0276  -2.8884  -0.3910
H  3.2902  -0.5129  0.4381
C  -0.0843  1.7856  -0.6863
H  -1.1252  -0.0748  -0.7566
C  1.4756  -0.0147  1.3217
H  1.7588  1.0162  1.1272
H  1.6315  -0.2518  2.3724
H  0.8653  2.2777  -0.4514
N  2.3710  -0.9137  0.5408
H  -1.5038  3.1563  -0.4050
O  -1.1307  2.4152  0.0496
H  -3.3517  -2.3360  -1.8196
N  0.0925  -0.1525  0.9548
H  -0.1822  -1.1246  0.9535
H  -0.2021  1.8991  -1.7650
O  -3.7075  -2.5392  -0.9327
H  0.5882  -0.2192  -1.0432
H  2.4034  -1.8325  0.9224



# 3
A cluster of 3 separate species, C3H12N2O2 in total in a non-equilibrium geometry. Source: OMol25; level of theory: wB97M-V/def2-TZVPD.

## Properties
F_max (eV Å⁻¹): 5.09
E_tot (hartree): -381.33421
Charge: 0
Gap between HOMO and LUMO (eV): 6.914
Energy relative to the best compared isomer or geometry (same formula, charge and spin) (kcal per mole): 113.39
SMILES: C/C(N)=C/N.O.O
HOMO energy (eV): -6.20

Atoms and positions in Å:
C  0.1311  -0.7996  0.8492
H  -0.7668  2.0271  2.4889
H  3.4860  -0.9359  -4.9816
O  -2.1722  -2.5381  0.4947
H  -0.9457  0.5620  3.1526
C  -0.5432  1.5310  0.0655
O  3.8504  -1.7764  -4.6403
H  4.3322  -1.5122  -3.7436
H  -2.8935  -2.3271  1.0512
N  -1.1065  1.0668  2.2891
H  -1.4515  1.5836  -0.6099
H  -0.3518  3.6598  0.3532
N  0.1422  2.7561  0.1504
H  1.1624  -0.6781  1.1345
H  -0.3865  -1.5275  1.5763
C  -0.5554  0.5925  1.1021
H  -0.0052  -1.2068  -0.1207
H  0.4672  2.9227  -0.8060
H  -2.3931  -3.4001  0.1943



# 4
A cluster of 2 separate species, C3H12N2O2 in total. Source: OMol25; level of theory: wB97M-V/def2-TZVPD.

## Properties
F_max (eV Å⁻¹): 0.75
E_tot (hartree): -381.37953
Charge: 0
Gap between HOMO and LUMO (eV): 9.927
Energy relative to the best compared isomer or geometry (same formula, charge and spin) (kcal per mole): 84.95
SMILES: CNN(C)O.CO
HOMO energy (eV): -9.04

Atoms and positions in Å:
N  -1.2160  0.8558  -0.9168
O  1.6940  -0.4412  0.7417
H  3.5386  -0.9400  1.3697
N  -1.7412  -0.4367  -0.9546
H  -2.1504  -1.0156  1.0717
H  0.1308  0.5587  -2.2714
C  -1.5673  -1.3159  0.1927
H  -0.6036  1.0496  1.1210
H  3.3513  -0.9511  -0.3979
H  3.4711  0.5964  0.4781
H  -2.7135  -0.3667  -1.2331
H  -2.2523  1.5997  0.7028
O  0.1686  0.7770  -1.3319
H  -1.8811  -2.3122  -0.1138
H  -0.5108  -1.3477  0.4580
C  3.0801  -0.4262  0.5259
C  -1.2200  1.5417  0.3634
H  1.2632  0.0282  0.0059
H  -0.8415  2.5461  0.1887



# 5
A cluster of 3 separate species, C3H12N2O2 in total in a non-equilibrium geometry. Source: OMol25; level of theory: wB97M-V/def2-TZVPD.

## Properties
F_max (eV Å⁻¹): 4.98
E_tot (hartree): -381.28152
Charge: 0
Gap between HOMO and LUMO (eV): 8.296
Energy relative to the best compared isomer or geometry (same formula, charge and spin) (kcal per mole): 146.46
HOMO energy (eV): -7.43

Atoms and positions in Å:
H  1.8398  -1.1822  -1.2574
C  1.8082  -0.9880  -0.1895
N  -1.4465  1.4065  0.3619
H  1.4276  -1.8597  0.3334
O  0.9438  0.4001  1.4906
H  -2.1772  1.5513  -0.3305
H  -0.8043  0.1066  -2.1239
H  2.8379  -0.8345  0.1343
C  -1.6517  -0.9913  0.3730
H  -2.6477  -0.8160  -0.0322
O  1.5115  1.3777  -0.4880
H  -1.7980  -1.1382  1.4469
H  -1.2763  -1.9214  -0.0456
H  2.1900  1.7797  0.0652
N  -0.7900  0.1401  0.0610
H  -0.2260  0.4817  1.6294
H  -0.7161  2.1105  0.2598
C  0.9694  0.2417  0.1378
H  0.0056  0.1354  -1.8261



# 6
A cluster of 2 separate species, C3H12N2O2 in total in a non-equilibrium geometry. Source: OMol25; level of theory: wB97M-V/def2-TZVPD.

## Properties
F_max (eV Å⁻¹): 4.19
E_tot (hartree): -381.08171
Charge: +1
Gap between HOMO and LUMO (alpha / beta) (eV): 11.125 / 5.893
2S+1: 2
Energy relative to the best compared isomer or geometry (same formula, charge and spin) (kcal per mole): 82.20
HOMO energy (alpha / beta) (eV): -14.90 / -14.85

Atoms and positions in Å:
C  -1.7194  1.1366  -0.0343
H  3.6289  -0.7046  -0.0061
C  -0.5301  2.0558  -0.2910
H  2.4522  -1.5270  0.3564
H  -1.5786  -2.1955  -0.2497
O  0.6684  1.6559  0.4505
H  -2.6221  -0.4911  -0.8474
N  -1.6443  -0.2166  -0.7079
H  -1.9399  1.0678  1.0318
N  0.3163  -1.3888  0.0102
C  -1.2048  -1.2577  0.2030
H  -1.2781  -1.1046  1.2896
H  0.7931  -2.0502  0.6150
O  3.4056  -1.6090  0.2577
H  0.4480  -0.6491  -0.6868
H  0.6404  0.7435  0.7150
H  -2.4808  1.7381  -0.5371
H  -0.8617  3.0170  0.0554
H  -0.2128  2.0786  -1.3338



# 7
A cluster of 3 separate species, C3H12N2O3 in total in a non-equilibrium geometry. Source: OMol25; level of theory: wB97M-V/def2-TZVPD.

## Properties
F_max (eV Å⁻¹): 1.35
E_tot (hartree): -456.76053
Charge: 0
Gap between HOMO and LUMO (eV): 9.863
Energy relative to the best compared isomer or geometry (same formula, charge and spin) (kcal per mole): 6.05
SMILES: CCNC(N)=O.O.O
HOMO energy (eV): -9.56

Atoms and positions in Å:
H  1.2784  -2.7997  0.9183
C  1.7388  -1.9104  0.4694
H  -3.0200  -1.3156  1.6779
N  1.0757  0.0285  -0.9156
C  0.9940  -1.4138  -0.7821
H  -2.1028  -1.4659  2.9481
H  -0.4351  1.0996  1.6939
H  -1.6033  1.5654  -1.0463
H  1.7240  -1.2052  1.2794
C  0.6505  0.9734  -0.0296
H  2.7558  -2.2148  0.2277
O  0.9222  2.1574  -0.1135
H  -0.0490  -1.6841  -0.7706
H  1.6064  0.4385  -1.6706
O  -2.1142  -1.2962  1.9991
O  -1.9425  1.5996  -1.9495
H  -0.5686  -0.4267  1.0505
H  1.4695  -1.9220  -1.6133
N  -0.2847  0.5302  0.8771
H  -1.2779  1.1276  -2.4592



# 8
A cluster of 3 separate species, C3H12N2O3 in total in a non-equilibrium geometry. Source: OMol25; level of theory: wB97M-V/def2-TZVPD.

## Properties
F_max (eV Å⁻¹): 2.80
E_tot (hartree): -456.72375
Charge: 0
Gap between HOMO and LUMO (eV): 9.684
Energy relative to the best compared isomer or geometry (same formula, charge and spin) (kcal per mole): 29.12
SMILES: CNCC(N)=O.O.O
HOMO energy (eV): -9.16

Atoms and positions in Å:
H  -3.3474  -2.1735  -2.1856
O  -1.6812  -1.4559  -0.4716
N  -3.2553  -1.1917  -2.0233
C  0.0176  1.1459  -0.4318
H  5.2782  -2.1103  -0.2833
H  -3.6961  -0.5826  -2.6924
H  2.6001  0.8587  3.4881
H  0.9030  1.6129  -0.8699
C  -2.3612  -0.6855  -1.1456
N  -1.1118  1.4086  -1.3090
H  -1.2345  2.3979  -1.4289
H  -0.1011  1.4796  0.6074
O  3.2281  0.5448  4.1422
H  4.5403  -2.0883  1.0998
O  5.1894  -2.5507  0.5656
H  0.2678  0.0884  -0.3970
H  -3.2621  1.2395  -1.0965
H  2.6802  0.3776  4.9121
H  -2.3344  0.9026  0.2986
C  -2.3197  0.7820  -0.7791



# 9
A cluster of 3 separate species, C3H12N2O3 in total in a non-equilibrium geometry. Source: OMol25; level of theory: wB97M-V/def2-TZVPD.

## Properties
F_max (eV Å⁻¹): 4.32
E_tot (hartree): -456.48237
Charge: 0
Gap between HOMO and LUMO (eV): 3.922
Energy relative to the best compared isomer or geometry (same formula, charge and spin) (kcal per mole): 180.60
HOMO energy (eV): -8.65

Atoms and positions in Å:
H  -1.7203  0.3145  -1.4022
O  -1.0898  0.1844  -2.2168
H  -0.3036  0.2124  2.7134
H  -0.6627  -1.8608  1.2056
N  -0.1631  0.5228  1.7633
O  -2.5133  0.3025  -0.1410
O  2.4903  -0.6537  -0.4767
H  2.4460  0.9270  0.8026
N  1.2935  1.2997  -0.7830
H  0.5781  0.8957  -1.4069
H  2.0663  1.5826  -1.3823
H  -3.1733  0.9674  -0.0137
H  -0.7478  -0.9663  -0.3420
H  0.3710  -2.2812  -0.0788
C  0.7340  -0.3375  1.0835
H  -1.0724  0.5711  1.2613
H  1.3619  -0.7893  1.8627
C  1.8479  0.2692  0.1388
C  -0.0844  -1.4015  0.3991
H  -1.6582  0.2410  -2.9867



# 10
A cluster of 2 separate species, C3H12N2OS in total in a non-equilibrium geometry. Source: OMol25; level of theory: wB97M-V/def2-TZVPD.

## Properties
F_max (eV Å⁻¹): 3.84
E_tot (hartree): -704.37882
Charge: 0
Gap between HOMO and LUMO (eV): 9.693
Energy relative to the best compared isomer or geometry (same formula, charge and spin) (kcal per mole): 37.29
SMILES: NCNCCS.O
HOMO energy (eV): -8.99

Atoms and positions in Å:
H  3.2059  0.0541  0.9083
N  0.0882  -0.4345  1.1380
H  1.4380  1.8813  -1.3683
H  0.6776  -0.0248  -0.8913
H  -1.2135  1.4416  -0.6000
H  -0.1927  0.5811  1.3562
S  2.7448  1.7683  -0.9012
H  1.4089  -1.4370  -0.3130
H  -2.0939  0.9064  -1.6425
C  -1.0464  -1.1826  0.8655
H  -1.5396  -1.5926  -1.2028
H  -0.9080  -2.2797  1.1158
C  2.2522  0.5395  0.4326
H  -1.7131  -0.9851  1.7441
H  -2.6908  -0.8115  -0.2417
O  -1.7172  1.7579  -1.3995
N  -1.7069  -0.9446  -0.3964
H  1.9666  1.1200  1.3477
C  1.0399  -0.3579  0.0485



Please write out number 9 again, unchanged.
A cluster of 3 separate species, C3H12N2O3 in total in a non-equilibrium geometry. Source: OMol25; level of theory: wB97M-V/def2-TZVPD.

## Properties
F_max (eV Å⁻¹): 4.32
E_tot (hartree): -456.48237
Charge: 0
Gap between HOMO and LUMO (eV): 3.922
Energy relative to the best compared isomer or geometry (same formula, charge and spin) (kcal per mole): 180.60
HOMO energy (eV): -8.65

Atoms and positions in Å:
H  -1.7203  0.3145  -1.4022
O  -1.0898  0.1844  -2.2168
H  -0.3036  0.2124  2.7134
H  -0.6627  -1.8608  1.2056
N  -0.1631  0.5228  1.7633
O  -2.5133  0.3025  -0.1410
O  2.4903  -0.6537  -0.4767
H  2.4460  0.9270  0.8026
N  1.2935  1.2997  -0.7830
H  0.5781  0.8957  -1.4069
H  2.0663  1.5826  -1.3823
H  -3.1733  0.9674  -0.0137
H  -0.7478  -0.9663  -0.3420
H  0.3710  -2.2812  -0.0788
C  0.7340  -0.3375  1.0835
H  -1.0724  0.5711  1.2613
H  1.3619  -0.7893  1.8627
C  1.8479  0.2692  0.1388
C  -0.0844  -1.4015  0.3991
H  -1.6582  0.2410  -2.9867



Question: Look up the F_max of the seventh one.
Answer: 1.35 eV Å⁻¹



Question: The lowest E_tot belongs to which entry?
Answer: C3H12N2OS